Entry from the OMol25 dataset: a cluster of 6 separate species, C18H47INO7S6 in total in a non-equilibrium geometry (ωB97M-V with the def2-TZVPD basis set).

```
80
Properties=species:S:1:pos:R:3:forces:R:3
C 2.794 0.397 -3.220 -0.599 0.562 0.612
C 2.991 0.632 -1.622 0.195 -1.541 -1.202
C 3.140 -0.825 -0.972 -0.763 -0.428 -0.116
C 1.711 1.468 -1.133 0.736 0.597 0.054
C 2.208 3.005 -0.948 0.037 0.523 0.018
C 1.076 0.986 0.252 0.701 2.707 0.124
O 0.281 -0.238 0.166 -1.763 -0.052 -0.469
S -1.329 0.021 0.520 -0.102 -1.012 0.502
N -2.070 -1.545 0.304 1.978 1.601 -0.555
C -2.019 1.269 -0.674 0.167 0.431 -1.335
C -1.852 0.881 -2.217 1.524 3.846 -2.332
O -1.393 1.764 -2.986 -1.854 -3.588 3.227
I -2.383 -1.020 -3.104 0.301 0.827 0.514
H 3.729 -0.016 -3.725 -1.330 0.518 0.686
H 2.468 1.387 -3.715 0.747 -1.444 0.635
H 1.897 -0.310 -3.341 1.421 0.814 0.031
H 3.988 1.169 -1.490 -1.550 -0.355 0.127
H 2.236 -1.447 -1.333 1.286 0.836 0.753
H 4.064 -1.403 -1.345 -1.247 1.180 0.583
H 3.135 -0.826 0.182 0.140 0.033 -1.824
H 0.933 1.440 -1.973 0.978 -0.068 1.317
H 3.247 3.182 -1.417 -1.680 -0.507 0.664
H 2.313 3.309 0.159 -0.258 -0.538 -1.551
H 1.514 3.757 -1.469 0.807 -1.178 0.886
H 0.369 1.811 0.644 1.260 -1.015 -0.509
H 1.929 0.935 1.018 -1.518 -0.539 -0.914
H -2.984 -1.445 -0.194 0.174 0.153 0.294
H -1.408 -2.105 -0.293 -0.403 0.031 0.286
H -3.109 1.554 -0.419 1.619 -1.066 -0.177
H -1.419 2.242 -0.512 -0.727 -1.627 -0.289
C -0.665 4.271 2.651 -0.124 -0.153 0.100
S 0.977 4.968 2.940 0.196 0.142 0.026
O 1.969 3.858 2.783 -0.360 -0.086 -0.010
C 0.752 5.250 4.707 -0.103 -0.074 0.125
H -0.738 3.984 1.601 0.110 0.101 0.013
H -0.813 3.390 3.280 0.073 0.034 0.023
H -1.424 5.023 2.874 0.087 0.023 -0.019
H 0.517 4.309 5.208 0.064 -0.038 -0.135
H -0.052 5.970 4.862 0.117 0.041 -0.140
H 1.680 5.653 5.112 -0.047 -0.007 -0.172
C -7.107 -2.112 -1.192 0.085 -0.097 0.202
S -5.708 -1.005 -1.458 -0.596 0.018 -0.381
O -4.720 -1.258 -0.359 -0.104 0.193 0.179
C -6.588 0.517 -1.052 0.081 0.018 0.204
H -6.773 -3.137 -1.355 0.062 0.121 -0.026
H -7.475 -2.009 -0.169 0.080 0.049 -0.036
H -7.900 -1.873 -1.902 0.119 0.056 -0.024
H -6.988 0.458 -0.038 0.051 -0.073 -0.047
H -7.398 0.671 -1.767 0.099 -0.069 -0.019
H -5.887 1.349 -1.117 -0.016 -0.099 -0.065
C 1.027 -5.667 -1.744 0.154 0.205 -0.118
S -0.622 -4.973 -1.524 0.052 -0.536 0.153
O -0.458 -3.511 -1.233 0.042 0.251 0.172
C -0.968 -5.801 0.041 -0.089 0.088 0.073
H 1.459 -5.253 -2.656 -0.146 0.062 0.042
H 1.659 -5.405 -0.893 -0.121 -0.020 0.019
H 0.955 -6.751 -1.838 -0.145 0.072 0.117
H -0.212 -5.530 0.781 0.027 -0.014 -0.128
H -0.974 -6.881 -0.111 0.115 0.067 -0.053
H -1.950 -5.479 0.392 0.050 0.054 -0.133
C 1.210 10.549 3.098 0.078 -0.017 0.081
S 0.180 9.235 2.411 0.079 0.007 0.034
O 0.237 8.081 3.359 0.054 0.180 -0.150
C 1.267 8.849 1.023 0.110 -0.074 -0.011
H 0.736 10.918 4.008 -0.049 -0.095 -0.097
H 2.201 10.160 3.337 -0.075 -0.067 -0.036
H 1.290 11.364 2.376 -0.062 -0.063 -0.005
H 2.255 8.564 1.390 -0.081 0.010 0.062
H 1.346 9.718 0.367 -0.064 -0.013 0.069
H 0.834 8.016 0.467 -0.044 0.067 0.112
C 3.173 -10.137 0.854 -0.060 -0.050 0.072
S 2.638 -8.811 -0.249 -0.016 -0.144 0.060
O 1.252 -8.421 0.158 0.172 -0.120 -0.160
C 2.499 -9.839 -1.726 -0.091 -0.072 -0.029
H 3.287 -9.725 1.857 -0.029 0.066 -0.124
H 2.425 -10.932 0.871 -0.022 0.096 -0.059
H 4.132 -10.529 0.513 -0.033 0.081 -0.028
H 1.793 -10.653 -1.550 0.018 0.077 0.072
H 3.480 -10.242 -1.985 -0.023 0.073 0.048
H 2.137 -9.217 -2.546 0.047 0.023 0.111
```
Positions in Å, forces in eV/Å.

Its HOMO energy is -10.46 eV. As for the gap between HOMO and LUMO: 7.800 eV. The value obtained for the lowest unoccupied orbital energy is -2.658 eV. The net charge is +1. Its energy is -3981.7885 hartree.